[1]
Formula: C4H5NO2
Source: OMol25
Level of theory: ωB97M-V/def2-TZVPD

Output
Kohn-Sham gap = 11.51 eV
energy above the lowest of the compared OMol25 structures with the same formula, charge and spin = 10.5 kcal/mol
E_LUMO = 0.814 eV
net charge = 0
SMILES string = O=C1CCN=CO1
calculated total energy = -360.65270 hartree
HOMO level = -10.7 eV

Positions of all 12 atoms, in Å:
O (-1.079, 2.318, -0.166)
C (-0.470, 1.293, -0.080)
C (-1.021, -0.066, 0.309)
C (-0.127, -1.158, -0.276)
N (1.249, -0.954, 0.164)
C (1.635, 0.239, 0.072)
O (0.880, 1.302, -0.377)
H (-1.042, -0.161, 1.404)
H (-2.055, -0.112, -0.041)
H (-0.152, -1.107, -1.373)
H (-0.451, -2.160, 0.014)
H (2.633, 0.568, 0.350)

***

[2]
Formula: C29H72BF4N2O9
Source: OMol25
Level of theory: ωB97M-V/def2-TZVPD

Output
Kohn-Sham gap = 5.52 eV
energy above the lowest of the compared OMol25 structures with the same formula, charge and spin = 79.0 kcal/mol
E_LUMO = -5.676 eV
net charge = +1
calculated total energy = -2358.30956 hartree
HOMO level = -11.2 eV

Positions of all 117 atoms, in Å:
C (-4.464, 2.119, 2.876)
C (-4.452, 1.239, 1.642)
C (-3.446, 0.141, 1.576)
C (-3.721, -1.078, 2.420)
C (-5.058, -1.661, 1.882)
C (-6.251, -0.752, 1.967)
N (-5.891, 0.638, 1.447)
O (-6.820, 1.318, 1.014)
C (-6.830, -0.640, 3.358)
C (-7.309, -1.417, 1.025)
C (-4.294, 2.284, 0.415)
H (-4.573, 1.615, 3.914)
H (-5.082, 3.071, 2.861)
H (-3.467, 2.589, 2.867)
H (-2.635, 0.810, 1.808)
H (-3.213, -0.190, 0.698)
H (-3.649, -0.805, 3.453)
H (-2.886, -1.795, 2.274)
H (-5.176, -2.616, 2.349)
H (-4.955, -2.104, 0.907)
H (-6.204, -0.241, 4.046)
H (-7.212, -1.599, 3.877)
H (-7.793, -0.119, 3.354)
H (-7.079, -1.447, 0.040)
H (-8.211, -0.988, 1.108)
H (-7.721, -2.330, 1.363)
H (-4.965, 2.980, 0.524)
H (-4.384, 1.777, -0.621)
H (-3.411, 2.827, 0.451)
C (2.383, -2.540, -2.980)
C (3.057, -2.282, -1.639)
C (2.017, -2.724, -0.421)
C (2.677, -2.613, 0.880)
C (3.688, -3.746, 0.908)
C (4.781, -3.539, -0.181)
N (4.233, -3.173, -1.521)
O (5.028, -3.270, -2.472)
C (5.347, -4.897, -0.475)
C (5.899, -2.591, 0.236)
C (3.538, -0.876, -1.674)
H (2.058, -3.449, -2.892)
H (2.953, -2.402, -3.999)
H (1.483, -2.039, -3.142)
H (1.596, -3.630, -0.549)
H (1.232, -2.039, -0.155)
H (2.032, -2.647, 1.660)
H (3.100, -1.631, 0.978)
H (3.117, -4.602, 0.728)
H (4.161, -3.871, 1.931)
H (6.212, -4.872, -1.083)
H (4.715, -5.386, -1.037)
H (5.796, -5.480, 0.582)
H (6.755, -2.274, -0.360)
H (6.319, -2.840, 1.245)
H (5.466, -1.586, 0.410)
H (4.312, -0.491, -2.201)
H (3.758, -0.431, -0.726)
H (2.650, -0.011, -1.857)
B (0.916, 0.958, 0.111)
F (0.410, 0.242, -0.912)
F (1.628, 2.026, -0.490)
F (-0.150, 1.545, 0.760)
F (1.666, 0.227, 0.988)
C (5.316, 1.709, -0.694)
O (4.298, 0.938, -1.255)
H (5.670, 2.137, -1.592)
H (6.152, 1.343, -0.264)
H (5.064, 2.572, 0.009)
H (3.553, 1.445, -1.215)
C (-0.431, 4.570, 1.723)
O (-0.249, 4.340, 0.419)
H (-1.378, 5.026, 1.902)
H (0.171, 5.350, 2.267)
H (-0.417, 3.680, 2.231)
H (-0.166, 3.457, 0.338)
C (-0.179, -0.908, 3.580)
O (-0.278, -1.445, 2.303)
H (0.094, -1.800, 4.538)
H (-0.964, -0.130, 3.795)
H (0.721, -0.309, 3.436)
H (0.212, -0.801, 1.661)
C (2.022, 2.494, 3.552)
O (2.652, 1.246, 3.237)
H (1.790, 2.913, 2.638)
H (2.753, 2.923, 4.273)
H (1.184, 2.342, 4.062)
H (2.188, 0.969, 2.389)
C (3.318, 4.921, 0.097)
O (3.083, 4.099, -1.041)
H (2.945, 4.221, 0.841)
H (2.979, 5.898, -0.069)
H (4.514, 5.215, 0.042)
H (2.594, 3.565, -0.640)
C (-2.107, -2.996, -3.196)
C (-2.619, -1.729, -2.368)
C (-4.057, -1.761, -2.070)
O (-1.990, -1.717, -1.168)
H (-1.716, -3.950, -2.593)
H (-1.368, -2.730, -4.295)
H (-2.948, -3.302, -3.643)
H (-2.181, -0.876, -2.849)
H (-4.885, -1.849, -2.919)
H (-4.138, -0.777, -1.564)
H (-4.488, -2.517, -1.347)
H (-1.128, -1.177, -1.277)
C (1.622, 2.202, -5.171)
C (1.100, 1.978, -3.786)
C (-0.040, 2.889, -3.511)
O (0.851, 0.687, -3.562)
H (2.169, 3.166, -5.371)
H (0.950, 2.019, -5.963)
H (2.382, 1.442, -5.296)
H (1.807, 2.326, -3.056)
H (-0.958, 2.409, -4.023)
H (0.237, 3.823, -4.026)
H (-0.200, 3.166, -2.383)
H (0.758, 0.655, -2.659)

***

[3]
Formula: C21H22IN7O8S3W
Source: OMol25
Level of theory: ωB97M-V/def2-TZVPD

Output
Kohn-Sham gap = 7.24 eV
energy above the lowest of the compared OMol25 structures with the same formula, charge and spin = 13.6 kcal/mol
E_LUMO = -6.667 eV
net charge = +2
calculated total energy = -3357.40103 hartree
HOMO level = -13.9 eV

Positions of all 63 atoms, in Å:
W (-0.122, -0.152, -0.156)
O (1.414, 0.919, 0.991)
N (0.919, 1.690, 1.898)
N (-0.323, 1.924, 1.823)
O (-1.059, 1.408, 0.825)
C (-0.932, 2.868, 2.704)
C (-0.352, 4.073, 2.736)
C (-0.865, 5.075, 3.601)
C (-1.887, 4.701, 4.389)
C (-2.507, 3.391, 4.354)
C (-2.043, 2.490, 3.437)
H (0.431, 4.275, 2.029)
H (-0.447, 6.132, 3.658)
H (-2.393, 5.360, 5.144)
H (-3.356, 3.109, 5.025)
H (-2.517, 1.486, 3.337)
O (-2.786, -1.893, -1.898)
S (-1.691, -1.060, -2.267)
O (-1.445, -0.737, -3.627)
O (-1.697, 0.271, -1.370)
O (-0.356, -1.560, -1.546)
C (0.873, -1.681, 3.930)
O (0.096, -0.744, 3.044)
C (0.145, -0.942, 1.808)
O (0.640, -1.767, 1.029)
H (0.916, -1.204, 4.923)
H (1.854, -1.872, 3.456)
H (0.370, -2.669, 3.929)
I (-4.400, -4.525, 1.834)
C (-3.446, -2.766, 1.337)
C (-4.019, -1.568, 1.108)
N (-3.106, -0.699, 0.705)
N (-1.880, -1.219, 0.739)
C (-2.075, -2.559, 1.050)
H (-5.042, -1.219, 1.121)
H (-3.191, 0.275, 0.394)
H (-1.233, -3.206, 1.086)
S (0.754, 4.088, -1.993)
C (0.592, 2.798, -0.942)
N (0.655, 1.584, -1.436)
C (0.950, 1.672, -2.827)
C (1.071, 0.634, -3.765)
C (1.139, 0.915, -5.123)
C (1.059, 2.256, -5.492)
C (0.918, 3.301, -4.635)
C (0.889, 2.983, -3.300)
H (0.446, 2.997, 0.114)
H (1.029, -0.416, -3.447)
H (1.336, 0.152, -5.861)
H (1.126, 2.450, -6.537)
H (0.758, 4.303, -4.988)
S (2.278, -0.830, -0.968)
C (2.458, -2.530, -1.237)
N (1.665, -3.573, -1.476)
C (2.435, -4.810, -1.694)
C (3.871, -4.391, -1.189)
N (3.709, -2.952, -1.128)
H (0.787, -3.306, -1.915)
H (2.425, -5.136, -2.779)
H (1.964, -5.644, -1.156)
H (4.679, -4.748, -1.830)
H (4.030, -4.818, -0.203)
H (4.489, -2.381, -0.778)

***

[4]
Formula: C50H50N7O2PS5Y
Source: OMol25
Level of theory: ωB97M-V/def2-TZVPD

Output
Kohn-Sham gap (alpha / beta) = 3.29 / 3.00 eV
energy above the lowest of the compared OMol25 structures with the same formula, charge and spin = 78.3 kcal/mol
E_LUMO (alpha / beta) = 1.681 / 1.680 eV
net charge = -1
calculated total energy = -4839.73151 hartree
HOMO level (alpha / beta) = -1.6 / -1.3 eV

Positions of all 116 atoms, in Å:
Y (0.638, -0.317, -0.612)
C (4.719, 3.420, -2.282)
C (4.526, 1.997, -2.791)
S (2.884, 1.277, -2.498)
C (1.795, 2.268, -3.562)
C (1.282, 3.583, -2.960)
S (0.710, 3.337, -1.247)
C (1.592, 4.591, -0.254)
C (3.026, 4.968, -0.588)
S (4.258, 3.622, -0.525)
H (4.141, 4.130, -2.870)
H (5.772, 3.688, -2.369)
H (5.195, 1.317, -2.262)
H (4.737, 1.941, -3.859)
H (0.952, 1.597, -3.743)
H (2.310, 2.447, -4.507)
H (0.435, 3.939, -3.547)
H (2.049, 4.354, -2.954)
H (1.546, 4.155, 0.745)
H (0.990, 5.502, -0.268)
H (3.352, 5.690, 0.162)
H (3.114, 5.452, -1.560)
C (-3.392, 4.548, -4.284)
C (-3.943, 4.094, -3.097)
C (-3.425, 2.973, -2.462)
C (-2.352, 2.279, -3.014)
C (-1.794, 2.756, -4.203)
C (-2.313, 3.870, -4.839)
P (-1.477, 0.880, -2.192)
C (-2.723, 0.317, -0.946)
C (-2.955, 1.078, 0.204)
C (-3.847, 0.635, 1.169)
C (-4.469, -0.598, 1.029)
C (-4.203, -1.381, -0.084)
C (-3.346, -0.923, -1.072)
C (-1.579, -0.408, -3.448)
C (-2.618, -0.348, -4.405)
C (-2.735, -1.310, -5.397)
C (-1.856, -2.375, -5.437)
C (-0.842, -2.519, -4.449)
C (-0.005, -3.652, -4.456)
C (0.962, -3.817, -3.488)
C (1.112, -2.858, -2.489)
C (0.322, -1.702, -2.407)
C (-0.675, -1.533, -3.421)
H (-3.801, 5.419, -4.780)
H (-4.788, 4.612, -2.659)
H (-3.882, 2.619, -1.549)
H (-0.975, 2.206, -4.653)
H (-1.878, 4.210, -5.771)
H (-2.434, 2.021, 0.336)
H (-4.053, 1.248, 2.037)
H (-5.150, -0.951, 1.795)
H (-4.663, -2.357, -0.175)
H (-3.158, -1.526, -1.952)
H (-3.334, 0.461, -4.378)
H (-3.525, -1.220, -6.134)
H (-1.942, -3.138, -6.203)
H (-0.148, -4.398, -5.230)
H (1.598, -4.696, -3.487)
H (1.878, -3.060, -1.743)
S (1.303, 1.392, 1.430)
N (-1.692, -3.076, 2.312)
C (-1.256, -1.804, 2.117)
N (-1.306, -0.971, 3.171)
O (-0.824, -1.465, 1.005)
H (-1.779, -3.444, 3.242)
H (-1.458, -3.732, 1.585)
H (-1.814, -1.224, 3.998)
H (-1.127, 0.014, 3.005)
C (2.432, -1.830, 2.523)
C (3.192, -1.956, 1.251)
N (2.905, -1.361, 0.103)
C (3.883, -1.731, -0.796)
C (4.765, -2.553, -0.177)
N (4.320, -2.695, 1.121)
C (4.946, -3.535, 2.146)
N (4.342, -4.800, 2.315)
N (3.169, -4.931, 3.075)
N (2.841, -6.213, 3.033)
C (3.735, -6.903, 2.288)
C (3.820, -8.276, 1.969)
C (4.892, -8.690, 1.180)
C (5.855, -7.804, 0.712)
C (5.785, -6.425, 1.015)
C (4.722, -6.010, 1.797)
H (1.472, -1.361, 2.322)
H (2.975, -1.195, 3.227)
H (2.295, -2.815, 2.975)
H (3.872, -1.381, -1.815)
H (5.642, -3.066, -0.531)
H (4.913, -2.994, 3.095)
H (5.982, -3.688, 1.846)
H (3.077, -8.971, 2.335)
H (4.983, -9.740, 0.920)
H (6.672, -8.175, 0.104)
H (6.533, -5.732, 0.645)
C (-6.694, 2.742, 5.896)
C (-5.984, 3.678, 6.832)
O (-5.896, 3.540, 8.013)
S (-5.294, 5.154, 5.998)
C (-4.030, 4.345, 5.040)
C (-3.290, 3.294, 5.576)
C (-2.297, 2.692, 4.825)
C (-2.010, 3.132, 3.526)
C (-2.751, 4.203, 3.011)
C (-3.750, 4.801, 3.756)
C (-0.975, 2.517, 2.769)
C (-0.077, 2.013, 2.121)
H (-7.065, 1.875, 6.441)
H (-6.016, 2.423, 5.104)
H (-7.524, 3.271, 5.431)
H (-3.480, 2.964, 6.589)
H (-1.708, 1.890, 5.252)
H (-2.532, 4.558, 2.012)
H (-4.316, 5.631, 3.353)

***

[5]
Formula: C3H11NO3
Source: OMol25
Level of theory: ωB97M-V/def2-TZVPD

Output
Kohn-Sham gap = 10.21 eV
energy above the lowest of the compared OMol25 structures with the same formula, charge and spin = 33.8 kcal/mol
E_LUMO = 0.774 eV
net charge = 0
SMILES string = CN(C)C=O.O.O
calculated total energy = -401.35919 hartree
HOMO level = -9.4 eV

Positions of all 18 atoms, in Å:
C (0.774, 2.224, 0.718)
N (0.487, 3.093, -0.277)
C (-0.220, 2.622, -1.440)
C (0.641, 4.524, -0.163)
O (0.831, 1.020, 0.614)
H (0.977, 2.695, 1.685)
H (0.198, 2.960, -2.391)
H (-1.252, 3.017, -1.422)
H (-0.341, 1.549, -1.465)
H (0.914, 4.879, -1.153)
H (1.475, 4.727, 0.485)
H (-0.265, 5.013, 0.202)
H (0.744, -6.341, -0.187)
H (1.550, -6.807, 1.084)
O (0.834, -7.017, 0.485)
H (-1.940, -5.566, 1.481)
H (-3.162, -6.251, 0.743)
O (-2.244, -6.342, 0.999)

***

[6]
Formula: CH3I3P
Source: OMol25
Level of theory: ωB97M-V/def2-TZVPD

Output
Kohn-Sham gap = 7.69 eV
energy above the lowest of the compared OMol25 structures with the same formula, charge and spin = 0.0 kcal/mol
E_LUMO = -6.513 eV
net charge = +1
calculated total energy = -1274.10068 hartree
HOMO level = -14.2 eV

Positions of all 8 atoms, in Å:
C (1.052, -0.050, 0.197)
P (-0.723, 0.129, -0.102)
I (-2.115, -1.055, 1.738)
I (-1.376, 2.469, -0.307)
I (-1.049, -0.996, -2.243)
H (1.627, 0.816, -0.187)
H (1.203, -0.975, -0.326)
H (1.382, -0.337, 1.230)

***

[7]
Formula: C7H12N2
Source: OMol25
Level of theory: ωB97M-V/def2-TZVPD

Output
Kohn-Sham gap = 10.40 eV
energy above the lowest of the compared OMol25 structures with the same formula, charge and spin = 64.4 kcal/mol
E_LUMO = 1.072 eV
net charge = 0
SMILES string = C1C[C@H]2C[C@@H]1CC21NN1
calculated total energy = -383.32062 hartree
HOMO level = -9.3 eV

Positions of all 21 atoms, in Å:
C (-1.550, 0.393, -0.772)
C (-0.734, 1.482, 0.020)
C (-0.810, -0.660, 1.271)
C (0.376, -1.155, -0.745)
C (-1.050, -0.905, -0.192)
C (0.168, 0.561, 0.909)
C (1.216, -0.197, 0.025)
N (2.233, 0.777, -0.444)
N (2.552, -0.441, 0.338)
H (-2.583, 0.638, -0.987)
H (-1.335, 0.366, -1.898)
H (-0.251, 2.175, -0.726)
H (-1.512, 2.040, 0.476)
H (-1.585, -0.292, 1.921)
H (-0.230, -1.417, 1.738)
H (0.713, -2.144, -0.436)
H (0.291, -1.028, -1.806)
H (-1.707, -1.751, -0.320)
H (0.360, 1.061, 1.768)
H (2.664, 0.679, -1.461)
H (2.774, -0.181, 1.321)

***

[8]
Formula: C3H4AgO3
Source: OMol25
Level of theory: ωB97M-V/def2-TZVPD

Output
Kohn-Sham gap (alpha / beta) = 11.28 / 8.48 eV
energy above the lowest of the compared OMol25 structures with the same formula, charge and spin = 6.0 kcal/mol
E_LUMO (alpha / beta) = -10.249 / -12.613 eV
⟨S²⟩ = 0.757
net charge = +2
2S+1 = 2
calculated total energy = -488.56902 hartree
HOMO level (alpha / beta) = -21.5 / -21.1 eV

Positions of all 11 atoms, in Å:
O (0.546, 1.787, -0.740)
Ag (-3.457, 3.925, -1.036)
O (-1.597, 1.674, -1.057)
C (-0.546, 1.142, -0.828)
O (-0.507, -0.131, -0.282)
C (0.662, -0.605, -0.003)
C (0.791, -1.624, 1.012)
H (1.468, -0.494, -0.747)
H (1.098, -2.538, 0.464)
H (1.671, -1.374, 1.630)
H (-0.129, -1.763, 1.587)